Run A
{
  "formula": "C3H9O3",
  "method": "the ωB97M-V functional and the def2-TZVPD basis",
  "charge": -1,
  "lumo_energy_ev": 3.81,
  "homo_ha": -0.1126,
  "multiplicity": 1,
  "elements": ["C", "O", "C", "C", "O", "H", "H", "H", "H", "H", "H", "H", "H", "H", "O"],
  "xyz": [[0.32230, -0.72073, -0.41324], [0.94880, 0.46930, -0.73008], [-0.62831, -0.57003, 0.81191], [-1.35722, 0.75145, 0.79455], [-2.69770, 0.63628, 1.33810], [-0.29254, -0.90083, -1.31830], [1.01561, -1.54230, -0.14314], [0.01090, -0.70579, 1.68384], [-1.29321, -1.44217, 0.76279], [-0.95489, 1.53940, 1.42191], [-1.38400, 1.08707, -0.23925], [-2.97707, -0.26622, 1.16770], [3.73623, 0.13283, -1.66022], [2.34462, 0.66800, -1.48264], [3.20649, 0.86374, -1.99393]],
  "lowdin_charge": [-0.453, -0.346, -0.209, -0.260, -0.124, 0.087, 0.083, 0.093, 0.092, 0.109, 0.101, 0.047, -0.015, -0.032, -0.174]
}

Run B
{
  "formula": "C3H9O3",
  "method": "the ωB97M-V functional and the def2-TZVPD basis",
  "charge": -1,
  "lumo_energy_ev": 4.09,
  "homo_ha": -0.1343,
  "multiplicity": 1,
  "elements": ["C", "O", "C", "C", "O", "H", "H", "H", "H", "H", "H", "H", "H", "H", "O"],
  "xyz": [[0.25908, 0.66897, 0.07482], [0.52614, -0.23911, 1.21247], [0.31599, -0.06574, -1.25064], [-0.32183, -1.48684, -1.24452], [0.12675, -2.17765, -0.13993], [-0.59142, 1.33580, 0.22570], [1.18170, 1.26350, 0.19168], [1.36487, -0.13506, -1.57214], [-0.01270, 0.55445, -2.09869], [-1.42730, -1.43786, -1.27705], [-0.01176, -2.01047, -2.16445], [0.29179, -1.22399, 0.69239], [-1.09778, 2.19320, 2.23951], [-0.10820, 1.00542, 2.28541], [-0.49533, 1.75536, 2.82543]],
  "lowdin_charge": [-0.287, -0.240, -0.202, -0.403, -0.269, 0.082, 0.102, 0.096, 0.090, 0.085, 0.080, -0.006, -0.013, -0.001, -0.113]
}

The most stable of them is run B.

Run A
{
  "formula": "C2H7S2",
  "method": "the ωB97M-V functional and the def2-TZVPD basis",
  "charge": -1,
  "lumo_energy_ev": 3.14,
  "homo_ha": -0.0942,
  "multiplicity": 1,
  "elements": ["S", "H", "C", "C", "S", "H", "H", "H", "H", "H", "H"],
  "xyz": [[0.37690, 2.43481, 1.00923], [1.41170, 1.85531, 1.67143], [-1.28279, 0.11393, -0.27171], [0.09199, -0.54003, -0.35547], [0.19577, -2.24788, -0.82588], [-2.03767, -0.42124, -0.91510], [-1.71609, 0.08259, 0.81147], [-1.37951, 1.09560, -0.68703], [0.66062, -0.61721, 0.50671], [0.71367, 0.15601, -1.00550], [0.32937, -2.58527, 0.44738]],
  "lowdin_charge": [-0.211, -0.446, -0.286, -0.732, 0.643, 0.050, 0.085, -0.001, -0.008, 0.070, -0.165]
}

Run B
{
  "formula": "C2H7S2",
  "method": "the ωB97M-V functional and the def2-TZVPD basis",
  "charge": -1,
  "lumo_energy_ev": 3.80,
  "homo_ha": -0.1202,
  "multiplicity": 1,
  "elements": ["S", "H", "C", "C", "S", "H", "H", "H", "H", "H", "H"],
  "xyz": [[1.24228, -1.79087, 1.30395], [2.20556, -2.17855, 0.48949], [-1.71809, 1.34525, 0.61974], [-1.33065, 1.37908, -0.78567], [0.26909, 0.49591, -1.30117], [-1.12003, 0.61027, 1.30777], [-2.76180, 1.05341, 0.94095], [-1.66118, 2.24338, 1.11859], [-2.10154, 0.87590, -1.53987], [-1.10744, 2.35765, -1.21242], [0.65692, -0.58867, -0.15340]],
  "lowdin_charge": [-0.096, -0.417, -0.231, -0.665, 0.379, 0.093, 0.076, 0.017, 0.073, 0.019, -0.247]
}

Run C
{
  "formula": "C2H7S2",
  "method": "the ωB97M-V functional and the def2-TZVPD basis",
  "charge": -1,
  "lumo_energy_ev": 3.69,
  "homo_ha": -0.1057,
  "multiplicity": 1,
  "elements": ["S", "H", "C", "C", "S", "H", "H", "H", "H", "H", "H"],
  "xyz": [[3.04653, -1.88874, -0.31082], [2.81148, -1.16945, 0.80346], [-1.49363, 0.05378, 0.34738], [-0.44929, 1.00151, -0.15637], [0.70090, 0.32106, -1.38105], [-2.02225, -0.48499, -0.44119], [-1.04208, -0.74779, 0.94311], [-2.22259, 0.49259, 1.04009], [0.12068, 1.42679, 0.68019], [-0.75688, 1.87930, -0.72626], [1.30713, -0.88407, -0.79853]],
  "lowdin_charge": [-0.191, -0.411, -0.210, -0.693, 0.522, 0.058, 0.068, 0.057, 0.053, 0.030, -0.282]
}

The most stable of them is run C.

Run A
{
  "formula": "C5H7ClO2",
  "method": "the ωB97M-V functional and the def2-TZVPD basis",
  "charge": 0,
  "lumo_energy_ev": 0.84,
  "homo_ha": -0.3262,
  "smiles": "C=CO/C(=C/Cl)CO",
  "multiplicity": 1,
  "elements": ["C", "C", "C", "C", "C", "H", "H", "H", "H", "H", "H", "H", "O", "O", "Cl"],
  "xyz": [[-0.27732, 1.08491, 1.68864], [-0.40475, 0.61470, 0.21200], [0.93921, -0.76826, -1.19184], [1.02956, -2.04978, -1.49878], [-1.21117, 1.10909, -0.78175], [0.04514, -0.92155, 2.23263], [0.74148, 1.46219, 1.77495], [-1.00834, 1.86905, 1.96826], [1.26273, 0.08984, -1.73067], [1.69937, -2.33621, -2.29734], [0.62840, -2.80217, -0.79147], [-1.23248, 0.73049, -1.78020], [-0.43862, -0.06344, 2.61898], [0.43633, -0.45125, 0.06526], [-2.20955, 2.43239, -0.48866]],
  "lowdin_charge": [-0.147, -0.326, -0.197, 0.049, -0.536, 0.146, 0.116, 0.106, 0.117, 0.059, 0.085, 0.061, -0.121, -0.073, 0.661]
}

Run B
{
  "formula": "C5H7ClO2",
  "method": "the ωB97M-V functional and the def2-TZVPD basis",
  "charge": 0,
  "lumo_energy_ev": 0.80,
  "homo_ha": -0.3296,
  "smiles": "O[C@@H]1C=CO[C@@H]1CCl",
  "multiplicity": 1,
  "elements": ["C", "C", "C", "C", "C", "H", "H", "H", "H", "H", "H", "H", "O", "O", "Cl"],
  "xyz": [[-0.17616, -1.02156, 0.39314], [-1.33767, -0.30351, 1.07191], [-0.99089, 0.96077, 1.24098], [0.82428, 0.12494, 0.23586], [1.28184, 0.48163, -1.16260], [-0.96436, -0.91069, -1.37206], [0.03737, -1.89048, 0.99656], [-2.23214, -0.80130, 1.28900], [-1.54440, 1.75898, 1.72485], [1.76418, -0.03961, 0.79019], [1.96193, 1.31342, -1.12123], [1.75584, -0.38330, -1.67996], [-0.62448, -1.61611, -0.81964], [0.22642, 1.29648, 0.75463], [0.01825, 1.03034, -2.34163]],
  "lowdin_charge": [-0.303, -0.007, -0.122, -0.319, -0.459, 0.021, 0.146, 0.096, 0.130, 0.164, 0.070, 0.098, -0.049, -0.058, 0.592]
}

The most stable of them is run B.

Run A
{
  "formula": "C5H7NOS",
  "method": "the ωB97M-V functional and the def2-TZVPD basis",
  "charge": 0,
  "lumo_energy_ev": 0.55,
  "homo_ha": -0.3000,
  "multiplicity": 1,
  "elements": ["C", "C", "C", "C", "C", "N", "O", "S", "H", "H", "H", "H", "H", "H", "H"],
  "xyz": [[-1.69294, 0.92243, -0.04351], [-0.56508, 1.67221, -0.04491], [0.80660, -0.14798, -0.09472], [-1.67566, -0.51742, -0.19555], [-0.22104, -1.16092, -0.13127], [0.72676, 1.05637, -0.26781], [2.55936, -0.76658, 0.05440], [3.65968, 0.39481, -0.08117], [-2.61845, 1.22569, 0.34167], [-0.59474, 2.64004, 0.30371], [-2.30226, -1.06174, 0.54863], [-2.17359, -0.96507, -1.12874], [0.04055, -1.80048, -1.00010], [0.10805, -1.98941, 0.60593], [3.94276, 0.49805, 1.13341]],
  "lowdin_charge": [-0.101, -0.061, -0.210, -0.173, -0.119, 0.103, -0.666, 0.738, 0.090, 0.077, 0.118, 0.136, 0.130, 0.149, -0.212]
}

Run B
{
  "formula": "C5H7NOS",
  "method": "the ωB97M-V functional and the def2-TZVPD basis",
  "charge": 0,
  "lumo_energy_ev": 0.75,
  "homo_ha": -0.3132,
  "multiplicity": 1,
  "elements": ["C", "C", "C", "C", "C", "N", "O", "S", "H", "H", "H", "H", "H", "H", "H"],
  "xyz": [[2.22093, -0.07592, -0.50432], [1.06199, 0.33571, -1.22181], [1.87335, -0.88738, 0.50352], [0.06998, -0.34424, -0.63613], [-2.03706, 1.19763, 0.48190], [0.51499, -1.04582, 0.43172], [-1.95865, -1.70849, 0.06480], [-1.73775, -0.47619, -0.73899], [3.19977, 0.19658, -0.57083], [1.03521, 1.04755, -1.97609], [2.46591, -1.34243, 1.22541], [-1.76601, 1.08632, 1.50823], [-3.05969, 1.23708, 0.26542], [-1.75868, 2.17657, -0.03296], [-0.12431, -1.39698, 1.20016]],
  "lowdin_charge": [-0.097, -0.064, -0.113, -0.496, -0.142, 0.011, -0.562, 0.972, 0.069, 0.084, 0.097, 0.028, -0.027, 0.066, 0.174]
}

Run C
{
  "formula": "C5H7NOS",
  "method": "the ωB97M-V functional and the def2-TZVPD basis",
  "charge": 0,
  "lumo_energy_ev": -0.82,
  "homo_ha": -0.3172,
  "multiplicity": 1,
  "elements": ["C", "C", "C", "C", "C", "H", "H", "H", "H", "H", "H", "H", "N", "O", "S"],
  "xyz": [[-1.88963, 1.31318, 0.39008], [-0.60937, 0.93399, -0.14058], [0.13018, 1.95576, -0.74147], [-0.17280, -0.45346, -0.24107], [1.14242, -0.75710, -0.80116], [-2.83382, 1.11798, -0.18107], [-2.12961, 0.50309, 1.32850], [-2.05091, 2.44838, 1.14200], [-0.02248, 2.92191, -0.87620], [1.23926, 1.55093, -0.86989], [1.34802, -0.93288, -1.88535], [2.76125, 1.04985, 1.33132], [2.19728, -0.24399, -0.10416], [1.76615, 0.03238, 1.17388], [-1.21416, -1.57278, 0.03462]],
  "lowdin_charge": [-0.172, -0.463, 0.121, -0.834, -0.167, 0.070, 0.098, 0.177, 0.012, 0.091, 0.137, 0.336, -0.098, -0.178, 0.869]
}

The most stable of them is run B.